# 1
86
Properties=species:S:1:pos:R:3:mulliken_charge:R:1 method="wB97M-V/def2-TZVPD" total_charge=+2 orbital_gap_ev="3.683 / 3.706" s2=0.756 e_tot_ha=-6705.8658 multiplicity=2
N 4.67 -4.00 3.40 -0.5038
C 3.72 -3.26 4.00 -0.4701
C 2.36 -3.33 3.70 -0.2417
C 1.95 -4.15 2.60 0.6767
C 2.99 -4.87 1.96 -0.3443
C 4.33 -4.77 2.37 -0.4341
C 0.61 -4.34 2.09 -0.2542
Cu -1.49 -1.16 -3.11 -0.5771
P -1.27 3.30 -1.65 0.7331
C 0.44 -4.90 0.84 -0.4946
C -0.46 -4.38 -0.14 0.4635
C -0.22 -4.51 -1.52 -1.0950
C -0.26 -3.34 -2.28 0.3314
C -0.85 -2.21 -1.70 0.0335
C -1.45 -2.24 -0.42 0.9309
C -1.37 -3.41 0.30 -1.1265
Br -2.40 0.44 -4.40 -0.1595
H -0.25 -3.95 2.65 0.4173
H 1.13 -5.65 0.46 0.6066
H 1.63 -2.77 4.28 0.4859
H 2.79 -5.53 1.12 0.1345
H 4.07 -2.63 4.81 0.4199
H 5.06 -5.39 1.84 0.3681
H 0.04 -5.46 -1.97 0.5039
H -1.90 -3.56 1.23 0.8331
H 0.13 -3.31 -3.30 0.5129
H -1.99 -1.38 -0.01 -0.1653
P 1.52 0.33 -1.57 0.9031
C -2.81 2.64 -0.84 -0.0004
C -4.17 3.14 -1.32 -1.6796
H -2.72 2.88 0.23 0.5073
H -2.79 1.55 -0.93 0.0646
H -4.96 2.92 -0.59 0.4162
H -4.17 4.23 -1.45 0.3899
H -4.49 2.65 -2.26 0.3906
C -1.46 3.85 -3.45 -0.4705
C -2.85 4.22 -3.97 -1.2327
H -1.08 2.94 -3.98 0.2728
H -0.79 4.71 -3.64 0.4819
H -2.99 3.82 -4.98 0.3662
H -3.63 3.79 -3.36 0.1141
H -3.03 5.29 -4.04 0.4122
C -0.92 4.84 -0.78 -0.6534
C -2.04 5.84 -0.93 -1.2460
H 0.02 5.22 -1.20 0.4225
H -0.73 4.63 0.27 0.4922
H -1.62 6.84 -0.83 0.3972
H -2.55 5.78 -1.90 0.2021
H -2.80 5.72 -0.14 0.3428
C 2.68 1.59 -0.93 -1.0051
C 2.12 3.01 -0.94 -1.1656
H 3.57 1.56 -1.57 0.5121
H 3.00 1.30 0.08 0.5739
H 2.92 3.70 -0.64 0.4018
H 1.77 3.32 -1.93 0.3840
H 1.27 3.15 -0.25 0.1079
C 2.17 0.30 -3.33 -0.8429
C 1.90 -0.95 -4.15 -0.8937
H 3.26 0.47 -3.27 0.4659
H 1.71 1.19 -3.79 0.3071
H 2.40 -0.84 -5.13 0.4478
H 2.32 -1.84 -3.67 0.2449
H 0.83 -1.11 -4.33 0.0747
C 2.27 -1.23 -0.87 0.9835
C 3.14 -1.12 0.38 -1.2034
H 2.84 -1.69 -1.69 0.2419
H 1.40 -1.88 -0.67 -0.8273
H 3.39 -2.13 0.73 0.2808
H 4.08 -0.60 0.16 0.4732
H 2.62 -0.60 1.20 0.0815
N 1.72 0.91 2.39 -0.2689
C 0.57 0.41 2.96 0.3978
N -0.52 0.13 2.28 -0.2178
C -1.54 -0.29 3.12 -0.2058
C -2.86 -0.57 2.75 -0.3212
C -3.79 -0.90 3.74 -0.6794
C -3.43 -0.92 5.10 -0.5475
C -2.12 -0.60 5.48 -0.4303
C -1.18 -0.33 4.49 0.6658
S 0.52 0.13 4.69 -0.2056
H 2.44 1.22 3.03 0.1984
H 1.58 1.48 1.56 -0.0096
H -3.14 -0.51 1.70 0.2881
H -4.83 -1.13 3.46 0.4152
H -4.18 -1.17 5.86 0.3938
H -1.82 -0.55 6.53 0.4060


# 2
143
Properties=species:S:1:pos:R:3:mulliken_charge:R:1 method="wB97M-V/def2-TZVPD" total_charge=+3 orbital_gap_ev=6.306 e_tot_ha=-5622.2819
Zr -0.12 -0.19 0.31 -2.1031
O 0.17 -1.09 -1.40 0.5702
C -0.80 -2.19 -1.45 2.5202
C -2.23 -1.50 -1.52 -2.1433
C -2.88 -1.30 -0.16 0.6855
C -4.16 -1.71 0.12 -0.6869
C -4.58 -1.75 1.44 -1.3126
C -3.72 -1.36 2.46 0.0996
C -2.49 -0.83 2.13 -1.2005
C -1.57 -0.19 3.15 -3.0029
C -0.17 -0.82 3.29 2.2712
O 0.44 -0.86 1.96 -0.1322
C 0.73 0.04 4.20 0.2030
C 2.11 0.04 4.01 -0.2445
C 2.94 0.71 4.90 -0.5942
C 2.41 1.39 5.99 -0.7648
C 1.03 1.40 6.17 -0.9688
C 0.20 0.72 5.28 -0.0945
C -0.22 -2.20 3.93 0.4484
C -1.23 -2.58 4.81 -0.4583
C -1.19 -3.81 5.45 -0.9093
C -0.13 -4.67 5.24 -0.6896
C 0.91 -4.29 4.40 -0.9973
C 0.86 -3.06 3.76 0.0045
N -2.11 -0.81 0.83 1.4039
C -0.62 -3.13 -0.23 0.8821
C -1.64 -3.95 0.25 -0.2672
C -1.37 -4.99 1.12 -1.1792
C -0.06 -5.27 1.49 -0.6688
C 0.96 -4.45 1.05 -0.6048
C 0.67 -3.38 0.23 0.0446
C -0.60 -3.12 -2.65 -0.7953
C 0.54 -3.07 -3.43 1.0394
C 0.71 -3.93 -4.51 -1.3366
C -0.25 -4.88 -4.80 -0.8036
C -1.39 -4.97 -4.00 -1.2334
C -1.56 -4.09 -2.94 -0.4958
H -2.89 -2.10 -2.13 1.1197
H -2.09 -0.56 -2.05 -0.1114
H -4.82 -2.04 -0.68 0.6465
H -5.58 -2.10 1.68 0.5593
H -4.02 -1.42 3.50 0.6410
H -2.05 -0.19 4.11 1.9430
H -1.44 0.86 2.86 -0.1408
H 2.54 -0.51 3.19 0.5968
H 4.02 0.68 4.76 0.5166
H 3.05 1.90 6.69 0.4662
H 0.60 1.93 7.01 0.5111
H -0.87 0.73 5.47 0.3680
H -2.06 -1.92 5.05 0.3865
H -1.99 -4.08 6.14 0.4984
H -0.09 -5.63 5.75 0.4650
H 1.76 -4.94 4.26 0.4913
H 1.68 -2.76 3.12 0.4096
H -2.66 -3.82 -0.08 0.5552
H -2.18 -5.61 1.49 0.5285
H 0.16 -6.13 2.12 0.4812
H 1.98 -4.66 1.34 0.5339
H 1.48 -2.75 -0.11 -0.3514
H 1.31 -2.36 -3.21 -0.5809
H 1.61 -3.86 -5.12 0.5022
H -0.13 -5.55 -5.65 0.4332
H -2.14 -5.72 -4.20 0.4688
H -2.45 -4.20 -2.33 0.2580
C -2.19 2.23 -2.16 -1.5811
N -1.08 2.60 -1.20 1.1675
P -1.41 2.31 0.49 1.2277
C -0.62 3.70 1.35 0.9351
C -0.71 5.01 0.86 -0.8034
C -0.20 6.06 1.60 -0.9653
C 0.40 5.82 2.84 -0.8311
C 0.50 4.53 3.32 -0.6629
C 0.00 3.47 2.57 0.3310
C -3.17 2.73 0.66 1.6086
C -3.68 3.85 0.00 -0.7137
C -5.00 4.22 0.19 -0.9823
C -5.82 3.49 1.05 -0.8637
C -5.31 2.39 1.72 -0.7679
C -3.99 2.01 1.52 -0.1712
P 0.47 1.97 -1.74 1.0295
C 0.66 2.94 -3.26 0.8986
C 1.15 2.34 -4.42 -0.9518
C 1.24 3.08 -5.59 -0.6197
C 0.84 4.40 -5.61 -0.8079
C 0.32 4.99 -4.46 -0.7838
C 0.22 4.26 -3.29 -0.8489
C 1.58 2.64 -0.46 1.0680
C 2.05 1.77 0.53 1.1343
C 2.93 2.20 1.52 -1.1172
C 3.35 3.51 1.51 -0.9728
C 2.92 4.39 0.51 -1.2976
C 2.04 3.95 -0.46 -0.1269
H -2.84 3.09 -2.32 0.3694
H -2.81 1.41 -1.80 0.3079
H -1.76 1.96 -3.13 0.6053
H -1.16 5.21 -0.10 0.1213
H -0.27 7.07 1.21 0.4819
H 0.78 6.66 3.43 0.4405
H 0.97 4.34 4.28 0.5337
H 0.11 2.46 2.96 -0.1474
H -3.07 4.44 -0.66 0.2168
H -5.39 5.09 -0.32 0.4805
H -6.85 3.79 1.20 0.4273
H -5.94 1.83 2.40 0.5052
H -3.61 1.17 2.06 0.0565
H 1.44 1.30 -4.42 0.5140
H 1.62 2.61 -6.50 0.5428
H 0.91 4.98 -6.53 0.4162
H -0.02 6.02 -4.49 0.5180
H -0.21 4.72 -2.40 0.1326
H 1.80 0.71 0.54 -0.3630
H 3.28 1.52 2.28 0.4966
H 4.04 3.86 2.28 0.4900
H 3.28 5.41 0.50 0.4828
H 1.72 4.64 -1.24 0.5594
C 5.56 1.29 -5.88 -1.5767
C 4.42 1.33 -4.87 0.3715
C 4.92 1.15 -3.44 -0.9892
C 3.82 1.27 -2.35 0.4808
Ge 2.68 -0.29 -2.38 -0.2266
C 3.44 -1.79 -1.44 0.1558
C 4.77 -2.12 -2.13 -1.2230
C 4.62 -2.46 -3.62 0.6741
C 5.91 -3.01 -4.22 -1.6540
H 5.20 1.44 -6.90 0.4272
H 6.08 0.32 -5.85 0.2956
H 6.30 2.07 -5.67 0.3625
H 3.69 0.55 -5.12 0.1552
H 3.90 2.29 -4.94 0.2190
H 5.65 1.93 -3.21 0.6868
H 5.45 0.20 -3.37 0.0515
H 3.24 2.18 -2.53 0.0550
H 4.25 1.34 -1.35 0.8329
H 2.00 -0.50 -3.72 0.4123
H 2.76 -2.64 -1.49 0.3791
H 3.59 -1.52 -0.39 0.4566
H 5.19 -2.98 -1.60 0.6305
H 5.49 -1.31 -2.01 0.3522
H 4.32 -1.56 -4.17 0.0867
H 3.81 -3.19 -3.73 0.0272
H 6.73 -2.28 -4.14 0.3217
H 5.78 -3.24 -5.28 0.4181
H 6.21 -3.92 -3.71 0.4177


# 3
66
Properties=species:S:1:pos:R:3:mulliken_charge:R:1 method="wB97M-V/def2-TZVPD" total_charge=+1 orbital_gap_ev="6.679 / 6.678" de_lowest_ev=0.0942 e_tot_ha=-2379.4866
W -0.66 -0.72 -0.67 1.1966
O -3.45 -1.75 -3.75 -0.4816
C -2.80 -1.50 -2.64 0.3241
O -1.81 -0.77 -2.58 -0.5096
C -3.31 -2.12 -1.41 0.3646
C -4.40 -2.95 -1.25 -0.6489
C -4.69 -3.38 0.04 -0.5262
C -3.93 -2.93 1.11 -0.7602
C -2.86 -2.09 0.86 0.7114
N -2.56 -1.72 -0.38 0.2397
C -1.94 -1.48 1.88 0.1616
O -2.04 -1.69 3.05 -0.6333
O -1.05 -0.66 1.33 -0.3942
H -2.99 -1.32 -4.50 0.3983
H -4.98 -3.26 -2.10 0.5706
H -5.53 -4.05 0.21 0.4697
H -4.14 -3.22 2.13 0.5649
C 1.65 3.81 2.87 -0.5823
C 0.87 2.72 3.27 -0.7722
C 0.82 1.58 2.48 -0.2655
C 1.55 1.52 1.29 0.8871
C 2.31 2.61 0.89 -0.4298
C 2.36 3.75 1.69 -0.7141
P 1.51 0.02 0.26 1.2755
C 2.54 -1.24 1.03 0.6616
C 2.18 -1.71 2.29 -0.2118
C 2.92 -2.72 2.88 -0.9066
C 4.01 -3.27 2.21 -0.5655
C 4.35 -2.82 0.95 -0.8145
C 3.62 -1.80 0.35 -0.2759
C 2.00 0.41 -1.41 -0.0941
C 3.14 0.87 -2.05 -0.3068
C 3.07 1.08 -3.41 -0.9305
C 1.89 0.84 -4.10 -0.7058
C 0.75 0.37 -3.44 -0.8727
C 0.80 0.14 -2.07 0.2441
H 1.70 4.69 3.50 0.4111
H 0.32 2.76 4.19 0.4637
H 0.21 0.75 2.79 0.2211
H 2.87 2.58 -0.03 0.2192
H 2.97 4.59 1.38 0.4337
H 1.31 -1.31 2.80 0.2970
H 2.64 -3.09 3.86 0.4433
H 4.58 -4.06 2.68 0.4057
H 5.19 -3.25 0.43 0.4352
H 3.88 -1.46 -0.64 0.3722
H 4.06 1.05 -1.50 0.5557
H 3.94 1.44 -3.95 0.4544
H 1.85 1.01 -5.17 0.4216
H -0.14 0.18 -4.02 0.4346
C -3.55 3.79 0.00 -0.9371
N -2.13 3.44 0.01 0.0086
C -1.17 4.46 0.45 -0.6880
C -1.72 2.25 -0.29 0.7209
N -1.32 1.20 -0.57 -0.1530
H -3.86 4.06 1.01 0.3284
H -4.13 2.94 -0.34 0.2905
H -3.72 4.63 -0.66 0.3453
H -1.42 4.78 1.46 0.3611
H -1.21 5.31 -0.23 0.3575
H -0.16 4.03 0.45 0.0433
F -0.15 -2.75 0.22 -0.2189
B -0.02 -3.57 -1.00 0.2950
F 1.16 -4.22 -1.02 -0.3165
F -0.03 -2.45 -1.96 -0.3283
F -1.15 -4.31 -1.17 -0.3451


# 4
63
Properties=species:S:1:pos:R:3:mulliken_charge:R:1 method="wB97M-V/def2-TZVPD" orbital_gap_ev="7.094 / 7.118" s2=2.002 e_tot_ha=-2869.8468 multiplicity=3
C -0.80 3.84 -1.81 -1.2895
C -0.87 2.51 -1.39 1.6593
N 0.14 2.01 -0.55 0.2954
C 0.94 2.90 0.10 0.7684
C 0.90 4.26 -0.18 -0.8892
C 0.03 4.75 -1.16 -0.5863
C -2.00 1.73 -1.71 -2.1315
P -2.39 0.11 -1.04 1.5740
Tm -0.08 -0.18 0.33 -1.3137
P 2.34 0.61 1.16 1.1734
C 1.88 2.40 1.23 -1.3242
C -0.11 -2.59 0.31 0.7459
C -1.16 -3.21 0.96 -0.2985
C -1.12 -4.61 1.15 -0.7146
C -0.04 -5.36 0.69 -0.4762
C 1.02 -4.71 0.05 -0.6134
C 0.98 -3.31 -0.13 -0.3096
O -0.98 0.83 -4.55 -0.7588
O 0.20 -1.49 -3.40 -0.6274
H -1.54 4.20 -2.54 0.3804
H 1.58 4.92 0.36 0.4379
H 0.01 5.80 -1.39 0.4299
C -3.92 0.74 -0.24 -1.5289
C -3.06 -1.04 -2.31 -1.0645
H 2.82 2.98 1.17 0.6503
H 1.41 2.60 2.22 0.4099
H -1.17 1.00 -3.61 0.2866
H -2.55 2.08 -2.61 0.4206
C 2.82 0.28 2.88 -1.3250
C 3.92 0.70 0.27 -1.4242
H -2.01 -2.65 1.35 0.3395
H -1.94 -5.12 1.65 0.3682
H -0.01 -6.45 0.83 0.3519
H 1.88 -5.29 -0.29 0.3734
H 1.84 -2.80 -0.60 0.2458
H 0.88 -0.77 -1.60 0.1133
H -0.27 -2.27 -3.72 0.3083
H -0.34 -0.81 -3.73 0.2737
H -0.16 1.33 -4.64 0.3345
H 1.44 -0.61 -1.13 0.1420
H -4.66 1.01 -1.01 0.4349
H -4.28 -0.07 0.41 0.4353
H -3.66 1.62 0.36 0.3425
H -3.86 -0.58 -2.91 0.4028
H -2.31 -1.44 -3.00 0.1641
H -3.48 -1.89 -1.75 0.4284
H 4.66 1.22 0.89 0.4446
H 4.25 -0.33 0.06 0.3908
H 3.79 1.21 -0.69 0.3608
H 3.70 0.89 3.13 0.4412
H 1.98 0.49 3.54 0.3512
H 3.05 -0.80 2.94 0.3687
C -1.98 1.14 4.70 -0.6512
C -1.37 -0.11 4.53 -0.6551
C -0.84 -0.47 3.28 -0.6006
C -0.98 0.47 2.28 1.1477
C -1.57 1.72 2.38 -0.4978
C -2.08 2.06 3.64 -0.7725
H -2.38 1.41 5.67 0.3797
H -1.29 -0.82 5.36 0.4016
H -0.36 -1.43 3.13 0.4773
H -1.65 2.42 1.55 0.4031
H -2.55 3.04 3.77 0.3950